# 1
The following is a quantum chemistry calculation of one molecule with the formula C3H2N4O4, from the Open Molecules 2025 dataset.

Structure (XYZ):
```
13
Properties=species:S:1:pos:R:3:forces:R:3
C 1.605 1.136 -0.047 0.2 -1.6 0.1
C 0.212 1.825 -0.035 0.9 -1.3 -0.3
C -0.088 -0.428 -0.118 -2.8 -2.3 -0.6
N -0.823 -1.675 -0.138 3.8 3.9 0.5
N 1.280 -0.298 -0.104 0.1 -0.5 0.9
N -0.695 0.793 -0.184 -2.0 -0.7 0.7
N -2.168 -1.551 0.068 0.7 -2.0 0.4
O -2.663 -2.608 0.449 -0.3 2.1 -0.7
O 2.699 1.597 -0.017 -0.6 -0.1 0.1
O 0.064 2.985 0.054 -0.6 1.5 0.1
O -2.778 -0.493 -0.172 -1.0 -0.2 0.4
H 1.882 -1.048 0.331 -0.9 1.2 -1.0
H -1.861 0.664 -0.094 2.6 0.1 -0.5
```
Positions in Å, forces in eV/Å.

Frontier orbital gap ... 9.09 eV
Net charge ... 0
SMILES ... O=C1NC(=N[N+](=O)[O-])NC1=O
Energy relative to the best compared isomer or geometry (same formula, charge and spin) ... 0.00 kcal/mol
Maximum force ... 5.40 eV/Å

Atom charges from the Löwdin analysis, given in e for atoms 1 to 6: -0.2854 -0.3746 -0.2402 0.1529 0.1755 0.1577

# 2
The following is a quantum chemistry calculation of an isolated ion of composition C3H2NO3 and charge -1, from the Open Molecules 2025 dataset.

Structure (XYZ):
```
9
Properties=species:S:1:pos:R:3:forces:R:3
C -2.049 -0.445 0.230 -1.3 -0.2 1.6
C 2.028 -0.633 -0.303 1.8 3.6 -1.7
C -0.245 -1.060 -1.068 1.9 -0.9 -0.1
N 0.941 -1.248 -0.586 -3.7 -0.1 -1.3
O -0.980 0.058 -0.222 1.9 1.3 -0.6
O 2.850 -0.814 0.568 0.6 -0.4 0.5
O -2.294 -1.621 0.209 -1.2 -1.2 0.3
H -2.734 0.250 0.796 0.4 0.1 -0.7
H 2.247 0.304 -1.177 -0.4 -2.1 2.0
```
Positions in Å, forces in eV/Å.

Frontier orbital gap ... 7.93 eV
Net charge ... -1
Energy relative to the best compared isomer or geometry (same formula, charge and spin) ... 75.79 kcal/mol
Maximum force ... 4.37 eV/Å

Atom charges from the Löwdin analysis, given in e for atoms 1 to 6: -0.5417 -0.5480 -0.0416 0.0221 -0.0810 -0.0654

# 3
The following is a quantum chemistry calculation of an isolated ion of composition C3H2NO3 and charge -1, from the Open Molecules 2025 dataset.

Structure (XYZ):
```
9
Properties=species:S:1:pos:R:3:forces:R:3
C -0.231 -0.931 -1.308 -1.3 1.2 -0.7
C 0.155 1.104 1.433 -0.2 2.1 0.3
C -0.734 0.254 0.784 -0.7 -2.7 -0.5
N 0.078 -0.617 -0.048 1.5 -2.3 0.8
O -0.338 1.569 0.232 1.1 3.0 1.3
O 0.468 -1.597 -2.064 -0.3 -0.1 -0.1
O 0.820 1.560 2.343 -0.3 -0.5 -1.0
H -1.233 -0.361 -1.687 1.9 -1.4 1.0
H 1.016 -0.981 0.315 -1.8 0.6 -0.9
```
Positions in Å, forces in eV/Å.

Frontier orbital gap ... 7.47 eV
Net charge ... -1
SMILES ... O=CNC1=C([O-])O1
Energy relative to the best compared isomer or geometry (same formula, charge and spin) ... 75.41 kcal/mol
Maximum force ... 3.43 eV/Å

Atom charges from the Löwdin analysis, given in e for atoms 1 to 6: -0.4344 -0.5426 -0.2532 -0.0129 -0.0397 -0.0769

# 4
The following is a quantum chemistry calculation of an isolated ion of composition C3H2NO3S and charge -1, from the Open Molecules 2025 dataset.

Structure (XYZ):
```
10
Properties=species:S:1:pos:R:3:forces:R:3
C 1.199 -0.680 0.263 -2.5 -0.8 -2.4
C 1.818 0.444 0.288 3.3 1.8 0.1
C -1.722 1.330 -0.288 -2.0 2.1 0.7
N 0.324 -0.860 -1.015 0.6 -1.0 3.3
O 2.662 1.277 0.192 -1.4 -0.5 0.2
O -2.803 1.647 0.125 2.5 -1.3 -1.0
O -1.314 -1.111 1.170 0.4 -0.3 1.0
S -1.371 -0.862 -0.305 -0.9 -0.8 -1.7
H 0.781 -1.161 1.125 0.1 -0.2 0.3
H 0.426 -0.025 -1.554 -0.2 1.0 -0.4
```
Positions in Å, forces in eV/Å.

Frontier orbital gap ... 5.99 eV
Net charge ... -1
SMILES ... O=C=CNS(=O)#C[O-]
Energy relative to the best compared isomer or geometry (same formula, charge and spin) ... 100.10 kcal/mol
Maximum force ... 3.79 eV/Å

Atom charges from the Löwdin analysis, given in e for atoms 1 to 6: -0.1815 -0.2398 -0.3073 -0.2628 0.0877 -0.1570

# 5
The following is a quantum chemistry calculation of C3H2NOS as an isolated structure, from the Open Molecules 2025 dataset.

Structure (XYZ):
```
8
Properties=species:S:1:pos:R:3:forces:R:3
C 0.223 -1.006 -0.042 -0.9 -0.9 0.3
C 0.968 0.991 0.081 0.0 -3.5 -0.6
C -0.865 -0.177 0.033 -3.2 -0.4 -0.8
N 1.392 -0.258 0.014 -0.7 0.9 0.1
O -0.380 1.092 0.022 0.7 1.0 0.7
S -3.194 -0.268 -0.023 3.9 0.0 0.1
H 0.160 -2.117 -0.117 0.4 1.2 0.2
H 1.696 1.743 0.031 0.0 1.6 0.1
```
Positions in Å, forces in eV/Å.

Frontier orbital gap ... 7.19 eV
Net charge ... -1
Energy relative to the best compared isomer or geometry (same formula, charge and spin) ... 38.59 kcal/mol
Maximum force ... 3.89 eV/Å

Atom charges from the Löwdin analysis, given in e for atoms 1 to 6: -0.2230 -0.2499 -0.4668 0.0247 -0.0680 -0.1993

# 6
The following is a quantum chemistry calculation of C3H2NOS2 as an isolated structure, from the Open Molecules 2025 dataset.

Structure (XYZ):
```
9
Properties=species:S:1:pos:R:3:forces:R:3
C -1.260 -1.046 0.035 -0.4 -1.4 -1.6
C 0.568 0.287 0.140 0.7 0.2 -0.2
C -0.160 1.468 0.198 -0.4 -3.1 -0.2
N 0.029 -0.979 0.015 0.0 0.1 0.4
O -0.143 2.630 0.384 0.2 1.6 0.0
S 2.434 0.285 0.036 -1.3 -1.2 -0.5
S -2.160 0.416 0.022 0.6 0.6 0.4
H -1.737 -2.055 -0.290 0.7 1.7 0.9
H 2.428 -1.006 -0.539 0.0 1.6 0.6
```
Positions in Å, forces in eV/Å.

Frontier orbital gap ... 6.42 eV
Net charge ... -1
Energy relative to the best compared isomer or geometry (same formula, charge and spin) ... 47.24 kcal/mol
Maximum force ... 3.18 eV/Å

Atom charges from the Löwdin analysis, given in e for atoms 1 to 6: -0.7284 -0.7252 -0.5418 -0.1441 -0.0153 0.5896

# 7
The following is a quantum chemistry calculation of an isolated ion of composition C3H2NOS2 and charge -1, from the Open Molecules 2025 dataset.

Structure (XYZ):
```
9
Properties=species:S:1:pos:R:3:forces:R:3
C -1.031 0.898 -0.689 -0.5 0.9 -0.7
C 1.946 0.830 0.520 -1.7 0.0 1.0
C -0.104 -1.131 0.103 1.3 -0.8 0.9
N -1.174 -0.257 -0.126 -4.5 -0.8 2.3
O -0.248 -2.179 0.703 -0.4 0.8 -0.6
S 3.362 1.568 0.271 0.7 -0.1 -0.6
S 1.427 -0.543 -0.536 1.5 -0.7 -0.7
H -1.995 1.467 -0.695 0.3 -0.5 0.4
H -2.182 -0.653 0.450 3.5 1.1 -2.0
```
Positions in Å, forces in eV/Å.

Frontier orbital gap (spin up / spin down) ... 5.65 / 5.65 eV
Net charge ... -1
Energy relative to the best compared isomer or geometry (same formula, charge and spin) ... 138.04 kcal/mol
Maximum force ... 5.11 eV/Å

Atom charges from the Löwdin analysis, given in e for atoms 1 to 6: -0.0346 -1.1548 -0.8448 -0.1448 -0.0192 0.2659

# 8
The following is a quantum chemistry calculation of a 2-piece molecular cluster, C3H2NOS2 overall, from the Open Molecules 2025 dataset.

Structure (XYZ):
```
9
Properties=species:S:1:pos:R:3:forces:R:3
C 0.305 0.092 -0.973 0.6 2.7 -0.8
C 0.837 -0.851 -1.744 1.0 0.2 0.9
C 3.111 0.028 -1.051 0.7 0.7 -0.7
N -0.523 0.198 0.026 -0.6 0.2 0.0
O 3.418 0.534 -2.057 -0.5 -0.3 -0.3
S 1.096 -1.583 -3.094 0.0 -1.2 -1.5
S 3.358 -0.345 0.454 -0.1 -0.6 1.3
H 0.936 1.054 -1.380 -1.4 -1.5 0.6
H -0.783 1.188 0.052 0.3 -0.3 0.6
```
Positions in Å, forces in eV/Å.

Frontier orbital gap ... 5.48 eV
Net charge ... -1
Energy relative to the best compared isomer or geometry (same formula, charge and spin) ... 91.94 kcal/mol
Maximum force ... 2.85 eV/Å

Atom charges from the Löwdin analysis, given in e for atoms 1 to 6: -0.5387 -0.7895 -0.9720 -0.0405 0.0108 0.5404